[1]
{"formula": "C52H50BCoN7O3P2S", "method": "ωB97M-V/def2-TZVPD", "max_force_ev_per_a": 18.08, "e_lumo_ev": [-0.3, -0.2], "e_homo_ev": [-4.958, -5.781], "total_charge": 0, "e_tot_ev": -138993.0451, "multiplicity": 4, "symbols": ["Co", "S", "N", "C", "C", "C", "C", "C", "N", "C", "C", "N", "C", "C", "C", "C", "C", "N", "H", "H", "H", "H", "H", "H", "C", "N", "P", "C", "C", "C", "C", "C", "C", "C", "C", "C", "C", "C", "C", "P", "C", "C", "C", "C", "C", "C", "C", "C", "C", "C", "C", "C", "H", "H", "H", "H", "H", "H", "H", "H", "H", "H", "H", "H", "H", "H", "H", "H", "H", "H", "H", "H", "H", "H", "H", "C", "C", "C", "C", "C", "C", "C", "C", "O", "B", "O", "C", "C", "H", "H", "H", "H", "H", "H", "H", "H", "H", "H", "H", "H", "N", "C", "N", "C", "C", "O", "C", "C", "H", "H", "H", "H", "H", "H", "H", "H", "H"], "xyz": [[0.00000, 0.00000, 0.00000], [6.00050, 4.35960, 0.00000], [5.89660, 2.70300, 0.00000], [4.58720, 2.39950, 0.00000], [4.00770, 1.08880, 0.00000], [4.71310, -0.12740, 0.00000], [3.99000, -1.31440, 0.00000], [2.60270, -1.24060, 0.00000], [1.89700, -0.08430, 0.00000], [2.59220, 1.04420, 0.00000], [1.79410, 2.14260, 0.00000], [0.50600, 1.83020, 0.00000], [-0.37560, 2.85870, 0.00000], [-0.01710, 4.20080, 0.00000], [1.33530, 4.52170, 0.00000], [2.27390, 3.47510, 0.00000], [3.69960, 3.62120, 0.00000], [4.39290, 4.77270, 0.00000], [5.79950, -0.14030, 0.00000], [4.49120, -2.27610, 0.00000], [1.99690, -2.14320, 0.00000], [-1.42130, 2.56140, 0.00000], [-0.77680, 4.97470, 0.00000], [1.65870, 5.55900, 0.00000], [-3.10840, 0.05150, -1.70730], [-2.62200, -0.01750, -0.29740], [-1.67980, 1.46200, 0.00000], [-3.04240, 2.69820, 0.05010], [-4.34080, 2.40970, 0.50170], [-5.34300, 3.38330, 0.48590], [-5.06570, 4.66030, 0.00670], [-3.78650, 4.96540, -0.45150], [-2.78190, 3.99320, -0.42700], [-1.15270, 1.45560, 1.73960], [0.22720, 1.59420, 1.98640], [0.72920, 1.68960, 3.28770], [-0.14020, 1.64300, 4.37110], [-1.50840, 1.50500, 4.15080], [-2.00730, 1.42180, 2.84630], [-1.71430, -1.48710, 0.00000], [-2.11080, -1.79400, 1.77100], [-1.09090, -2.28290, 2.60290], [-1.33250, -2.56270, 3.95110], [-2.60240, -2.36450, 4.48880], [-3.62600, -1.87920, 3.68160], [-3.38080, -1.59190, 2.33570], [-2.70480, -2.85620, -0.71680], [-1.99450, -3.92240, -1.29860], [-2.65810, -5.03400, -1.82660], [-4.04720, -5.10000, -1.78480], [-4.77050, -4.05710, -1.21400], [-4.10380, -2.94930, -0.68050], [-3.65440, 0.97940, -1.91700], [-3.83730, -0.72890, -1.93700], [-2.29180, -0.02210, -2.43920], [-4.58750, 1.41600, 0.86750], [-6.33980, 3.13990, 0.84390], [-5.84610, 5.41640, -0.01170], [-3.56820, 5.96000, -0.83130], [-1.79240, 4.25670, -0.79460], [0.93110, 1.64780, 1.15800], [1.79700, 1.80870, 3.44950], [0.24410, 1.71640, 5.38450], [-2.19270, 1.46070, 4.99270], [-3.07930, 1.31970, 2.71690], [-0.08930, -2.44420, 2.20890], [-0.52730, -2.93220, 4.57930], [-2.78930, -2.58290, 5.53630], [-4.61690, -1.71620, 4.09740], [-4.19130, -1.19080, 1.73630], [-0.90660, -3.90510, -1.33410], [-2.08690, -5.84960, -2.26210], [-4.56480, -5.96470, -2.19110], [-5.85560, -4.10490, -1.17610], [-4.69970, -2.15500, -0.24070], [1.85480, -7.56050, -2.94820], [2.17990, -7.61100, -1.43580], [3.67570, -7.96380, -1.28830], [1.32030, -8.72910, -0.80750], [1.89330, -6.27670, -0.71610], [2.14320, -6.16620, 0.68410], [1.89730, -4.97200, 1.38060], [1.40010, -3.88710, 0.67150], [1.10570, -2.67340, 1.16130], [0.63690, -1.96010, 0.00000], [0.67560, -2.81000, -1.16310], [1.15060, -3.96700, -0.67760], [1.38350, -5.13580, -1.39710], [2.07390, -8.53800, -3.43040], [2.46980, -6.78930, -3.46060], [0.77840, -7.33880, -3.11530], [3.90520, -8.92460, -1.79830], [3.96770, -8.07450, -0.22340], [4.30670, -7.16860, -1.74120], [1.51250, -9.70200, -1.30990], [0.23970, -8.49000, -0.91100], [1.54490, -8.86170, 0.27110], [2.53040, -7.00540, 1.24510], [2.09030, -4.89860, 2.44290], [1.16640, -5.13200, -2.45460], [0.00000, 0.00000, 1.86570], [0.00860, -0.10190, 3.01820], [0.01950, -0.22960, 4.35430], [1.28260, -0.56870, 5.09480], [1.18920, -0.08510, 6.54550], [0.05590, -0.65910, 7.21350], [-1.15800, -0.28400, 6.54550], [-1.16860, -0.77650, 5.09480], [2.14040, -0.09640, 4.60360], [1.41960, -1.65640, 5.06390], [1.11750, 1.00800, 6.59470], [2.08570, -0.38680, 7.09610], [-1.27120, 0.80550, 6.59470], [-1.99090, -0.73230, 7.09610], [-2.09370, -0.45530, 4.60360], [-1.12060, -1.87170, 5.06390], [0.00000, 0.00000, -1.59430]], "forces_ev_per_angstrom": [[1.90, -3.94, -4.02], [-0.85, -0.61, 0.00], [-1.71, 0.66, 0.02], [0.54, 2.45, 0.00], [0.97, -1.49, 0.03], [-0.37, 1.35, 0.07], [-0.39, -0.40, 0.05], [1.42, 2.04, -1.02], [3.09, -3.75, 0.08], [1.61, 0.56, 0.16], [3.26, 2.64, -2.31], [-2.22, 4.68, -7.42], [4.08, 2.06, -0.88], [-0.06, 0.08, 0.31], [1.43, -0.70, 0.07], [-1.16, 1.17, -0.05], [2.43, -0.30, -0.06], [0.13, -1.84, 0.00], [-0.16, 0.13, -0.01], [-0.14, 0.09, -0.05], [4.32, 1.24, -1.07], [4.10, 15.38, -0.14], [0.88, -0.02, 0.46], [0.02, -0.21, 0.00], [-0.19, 0.04, -0.09], [-2.29, -1.82, -0.30], [-7.53, -16.43, -0.32], [-1.78, 0.39, -0.13], [-0.02, 0.11, -0.02], [0.40, -0.06, -0.09], [0.04, 0.02, 0.03], [0.08, -0.41, 0.11], [-1.08, 0.15, -0.36], [-6.59, 3.83, 0.58], [1.02, -1.37, 5.05], [1.54, 5.14, 2.30], [0.16, 3.40, -0.50], [-1.67, 2.21, -0.97], [-0.06, 1.53, -0.99], [-1.73, 0.57, 1.57], [-1.34, 0.14, 0.69], [-0.34, -1.01, 1.38], [-1.18, -4.18, -4.87], [-3.71, -2.80, -1.98], [0.43, -0.82, 0.64], [0.82, 0.09, -0.75], [0.08, -0.68, -0.84], [-0.09, -0.14, 0.01], [-0.21, 0.25, 0.24], [0.18, 0.00, -0.02], [0.34, 0.30, 0.20], [-0.17, -0.09, -0.11], [0.29, 0.04, 0.37], [0.21, -0.11, 0.24], [0.06, 0.07, 0.13], [0.16, 0.05, -0.12], [0.15, 0.01, -0.05], [0.11, -0.10, 0.00], [0.00, -0.14, 0.04], [-1.47, -0.37, -0.46], [-0.15, -0.21, 5.03], [-0.15, 0.25, -0.16], [-0.24, 0.51, -0.55], [0.05, 0.18, -0.33], [0.10, 0.07, -0.16], [-1.10, -0.04, 0.75], [0.13, -1.14, -0.72], [-0.03, 0.12, -0.05], [0.16, 0.00, -0.01], [0.15, 0.02, -0.05], [-0.94, 0.03, -0.12], [-0.04, 0.14, 0.06], [0.06, 0.13, 0.04], [0.16, 0.05, 0.02], [0.15, -0.01, -0.05], [-0.08, 0.20, -0.12], [0.00, -0.16, -0.22], [0.38, -0.04, 0.08], [-0.22, -0.24, 0.20], [-0.17, 0.67, 0.33], [-0.40, 0.71, -0.82], [0.05, -0.35, -0.51], [0.59, -2.20, 0.61], [-1.68, -0.48, 0.85], [-4.24, 1.37, -1.33], [-0.22, 0.90, 0.37], [0.89, -1.74, -0.46], [0.37, -0.60, 0.75], [-0.10, 0.56, 0.40], [-0.41, -0.42, 0.25], [0.62, -0.08, 0.04], [-0.17, 0.55, 0.26], [-0.15, 0.10, -0.58], [-0.34, -0.47, 0.28], [-0.09, 0.57, 0.24], [0.61, -0.16, 0.09], [-0.15, 0.10, -0.58], [0.00, -0.07, -0.09], [-0.01, 0.02, 0.00], [0.04, -0.12, -0.07], [1.51, -3.51, -2.57], [2.71, -4.21, 6.21], [-0.31, -5.95, 2.12], [-0.04, -0.58, -0.47], [-0.60, -0.44, 0.13], [0.16, 0.13, -0.38], [0.66, 0.14, 0.01], [2.16, 3.79, 2.59], [-0.31, -0.06, -0.06], [0.19, 0.08, 0.14], [0.22, -0.25, 0.18], [-0.20, -0.07, -0.13], [-0.05, -0.08, 0.17], [0.18, -0.04, -0.07], [1.04, -0.09, 0.31], [1.63, 3.74, 3.18], [-0.13, -0.40, 0.17]]}

***

[2]
{"formula": "C52H50CdOP4S2", "method": "ωB97M-V/def2-TZVPD", "max_force_ev_per_a": 0.51, "e_lumo_ev": 0.5, "e_homo_ev": -5.968, "total_charge": 0, "e_tot_ev": -120172.7378, "symbols": ["Cd", "C", "S", "C", "O", "H", "H", "H", "H", "H", "H", "S", "C", "P", "C", "C", "C", "C", "C", "C", "C", "C", "C", "C", "C", "C", "P", "C", "C", "C", "C", "C", "C", "C", "C", "C", "C", "C", "C", "H", "H", "H", "H", "H", "H", "H", "H", "H", "H", "H", "H", "H", "H", "H", "H", "H", "H", "H", "H", "H", "H", "C", "P", "C", "C", "C", "C", "C", "C", "C", "C", "C", "C", "C", "C", "P", "C", "C", "C", "C", "C", "C", "C", "C", "C", "C", "C", "C", "H", "H", "H", "H", "H", "H", "H", "H", "H", "H", "H", "H", "H", "H", "H", "H", "H", "H", "H", "H", "H", "H"], "xyz": [[-0.92587, 1.46905, 0.84569], [-4.60718, 3.50392, -0.97598], [-3.19316, 3.66731, 0.10319], [-2.82431, 5.38507, -0.19516], [-2.09797, 2.91707, -0.61491], [-5.40573, 4.15187, -0.62520], [-4.93030, 2.46732, -0.92599], [-4.30843, 3.75872, -1.99092], [-3.66722, 5.99433, 0.12099], [-2.60996, 5.51765, -1.25383], [-1.94656, 5.62387, 0.39867], [-1.30275, 2.18689, 2.99999], [-3.46348, -1.77336, -1.04164], [-2.17177, -0.96309, -0.01206], [-2.07301, -2.03599, 1.44842], [-2.12748, -1.44906, 2.70682], [-2.06746, -2.24760, 3.84475], [-1.96727, -3.62165, 3.72818], [-1.92070, -4.21569, 2.46980], [-1.96727, -3.42548, 1.33740], [-0.68423, -1.39738, -0.98627], [-0.57871, -0.81064, -2.24732], [0.52312, -1.05027, -3.05086], [1.54761, -1.86599, -2.59246], [1.46322, -2.42907, -1.32802], [0.35410, -2.20013, -0.52964], [-5.12038, -1.64348, -0.25151], [-6.20971, -2.25611, -1.59582], [-5.80267, -2.53474, -2.89549], [-6.71524, -2.97628, -3.84639], [-8.04483, -3.15168, -3.50789], [-8.46331, -2.87956, -2.21102], [-7.55575, -2.43164, -1.26998], [-5.11365, -3.12884, 0.81664], [-5.21535, -2.95123, 2.19061], [-5.21814, -4.04722, 3.04315], [-5.12584, -5.32753, 2.52367], [-5.02322, -5.51485, 1.15055], [-5.01594, -4.42136, 0.30436], [-3.16599, -2.79991, -1.28367], [-3.51415, -1.19881, -1.97237], [-2.16783, -0.36615, 2.82046], [-2.09026, -1.77670, 4.81781], [-1.92468, -4.24018, 4.61469], [-1.85471, -5.29127, 2.37539], [-1.93293, -3.89178, 0.35928], [-1.35662, -0.14234, -2.60266], [0.58590, -0.59260, -4.02972], [2.42048, -2.04303, -3.20650], [2.27461, -3.03777, -0.95419], [0.30455, -2.64632, 0.45724], [-4.76615, -2.42673, -3.18372], [-6.37782, -3.19006, -4.85151], [-8.75372, -3.49924, -4.24671], [-9.49996, -3.01465, -1.93550], [-7.89320, -2.22208, -0.26177], [-5.27703, -1.94943, 2.59608], [-5.28882, -3.89690, 4.11141], [-5.13201, -6.18240, 3.18608], [-4.95326, -6.51443, 0.74277], [-4.95194, -4.57189, -0.76734], [3.35885, 1.77857, -0.91365], [1.86575, 1.70426, 0.18801], [2.54968, 1.42734, 1.84757], [2.06238, 0.37122, 2.60322], [2.53047, 0.15498, 3.89185], [3.47598, 1.00790, 4.43336], [3.96278, 2.07614, 3.68822], [3.50646, 2.27946, 2.40049], [1.48856, 3.50525, 0.21617], [1.38077, 4.17948, -1.00110], [1.09823, 5.53406, -1.03726], [0.89558, 6.22992, 0.14844], [0.94869, 5.55611, 1.35832], [1.24087, 4.19924, 1.39578], [4.34518, 0.21655, -1.03081], [5.35178, 0.57463, -2.52206], [5.13755, 1.62786, -3.40337], [5.93196, 1.78185, -4.53359], [6.95598, 0.88913, -4.79412], [7.18311, -0.16644, -3.91863], [6.38623, -0.32264, -2.80030], [5.65131, 0.43385, 0.23383], [5.77138, -0.54081, 1.21714], [6.76815, -0.45398, 2.17876], [7.65256, 0.61075, 2.16177], [7.54286, 1.58975, 1.18193], [6.55193, 1.49754, 0.22157], [3.97551, 2.63845, -0.62959], [2.96417, 1.96981, -1.91458], [1.28774, -0.27338, 2.20143], [2.12580, -0.65701, 4.47915], [3.83052, 0.85033, 5.44316], [4.69779, 2.74642, 4.11231], [3.87712, 3.12322, 1.83155], [1.51948, 3.64908, -1.93661], [1.03506, 6.04531, -1.98855], [0.68049, 7.29022, 0.12506], [0.75262, 6.07806, 2.28489], [1.23130, 3.67680, 2.34529], [4.35807, 2.35478, -3.21606], [5.75083, 2.61112, -5.20386], [7.57636, 1.01128, -5.67156], [7.98293, -0.86857, -4.10881], [6.57365, -1.14812, -2.12282], [5.07531, -1.37028, 1.23194], [6.84581, -1.21468, 2.94280], [8.42980, 0.68212, 2.91071], [8.23887, 2.41756, 1.16145], [6.48805, 2.24701, -0.55901]], "forces_ev_per_angstrom": [[-0.32, 0.03, 0.01], [0.08, 0.06, -0.15], [-0.16, -0.05, 0.47], [0.01, -0.01, -0.10], [0.26, -0.27, -0.34], [-0.07, 0.06, 0.04], [0.01, -0.06, 0.02], [-0.03, 0.02, -0.07], [-0.07, 0.05, 0.04], [0.01, 0.04, -0.06], [0.08, -0.01, 0.05], [0.11, -0.06, 0.03], [0.03, 0.11, -0.16], [0.43, 0.05, 0.09], [0.02, -0.05, -0.03], [0.12, 0.10, 0.07], [0.03, 0.00, 0.00], [0.04, 0.00, -0.01], [0.06, 0.05, -0.03], [-0.07, -0.04, 0.02], [-0.12, -0.01, -0.08], [0.01, 0.05, -0.04], [0.03, -0.01, -0.02], [0.05, 0.00, 0.04], [0.09, 0.04, -0.08], [0.02, -0.05, 0.15], [-0.15, 0.07, -0.01], [0.03, -0.02, 0.00], [0.03, -0.01, 0.00], [0.01, 0.00, -0.01], [-0.03, 0.00, 0.01], [-0.02, -0.02, -0.04], [0.01, 0.03, 0.03], [-0.06, -0.05, 0.04], [-0.03, -0.02, 0.04], [-0.04, -0.02, -0.03], [-0.03, 0.00, 0.00], [-0.01, -0.03, 0.04], [-0.06, 0.03, -0.06], [-0.08, 0.07, 0.00], [0.07, -0.03, 0.06], [-0.05, -0.03, -0.03], [-0.01, 0.01, 0.05], [0.00, -0.03, 0.05], [0.01, -0.02, 0.00], [0.01, -0.01, 0.00], [-0.03, 0.00, 0.01], [0.01, 0.01, -0.01], [0.02, 0.00, -0.02], [0.03, -0.03, 0.01], [0.01, 0.04, -0.06], [0.03, 0.02, -0.01], [0.01, -0.01, -0.04], [-0.02, -0.01, -0.02], [-0.05, -0.01, 0.01], [0.00, 0.02, 0.04], [-0.02, 0.03, 0.02], [0.00, 0.01, 0.05], [0.00, -0.04, 0.03], [0.00, -0.04, -0.01], [0.00, 0.00, -0.03], [-0.02, -0.05, 0.07], [-0.13, 0.25, 0.11], [0.12, 0.06, -0.07], [-0.06, -0.13, 0.03], [-0.01, 0.03, 0.00], [0.02, -0.03, 0.01], [0.07, -0.08, 0.00], [0.05, -0.04, -0.06], [0.09, -0.04, -0.13], [0.05, 0.01, -0.02], [-0.03, 0.05, 0.04], [-0.03, -0.01, -0.04], [0.00, -0.02, -0.02], [-0.08, -0.02, 0.12], [-0.23, -0.09, -0.02], [0.01, -0.01, -0.03], [-0.01, 0.04, 0.00], [0.02, 0.01, 0.00], [0.02, -0.03, -0.01], [0.01, 0.03, -0.02], [-0.03, -0.01, 0.00], [-0.06, 0.06, 0.04], [-0.07, 0.02, 0.01], [-0.01, 0.02, 0.06], [0.01, 0.01, 0.05], [0.02, 0.01, -0.02], [-0.04, 0.02, -0.03], [-0.03, -0.05, -0.03], [-0.02, -0.07, 0.09], [0.04, 0.02, -0.01], [0.00, -0.04, 0.02], [0.00, 0.00, 0.04], [0.03, 0.02, 0.02], [0.02, 0.01, -0.04], [0.00, 0.00, 0.01], [-0.01, 0.02, -0.03], [0.00, 0.04, 0.00], [0.00, 0.03, 0.03], [-0.01, 0.04, -0.06], [0.04, -0.01, -0.04], [-0.01, 0.03, -0.03], [0.01, 0.01, -0.02], [0.04, -0.03, -0.02], [-0.01, -0.02, 0.02], [-0.03, -0.02, 0.00], [0.02, -0.04, 0.04], [0.02, 0.00, 0.02], [0.02, 0.03, 0.01], [-0.01, 0.03, -0.01]]}